Entry 1:
Formula: C32H50BN7OPdS
Source: the Open Molecules 2025 dataset
Level of theory: ωB97M-V with the def2-TZVPD basis set

Each line ends with the Löwdin charge.
Cartesian coordinates (Å):
H1 0.77092 0.02879 -3.95332  -0.006
C1 -0.70729 5.28936 0.11637  -0.064
N1 0.71763 -1.13310 1.06041  0.043
H2 -1.36882 1.58439 1.46241  0.092
H3 -2.17187 -2.78515 -2.66016  0.134
H4 5.62202 -4.00268 -3.14803  0.107
C2 -3.92925 -3.79200 -1.92034  -0.076
C3 0.73514 0.94213 -4.54815  -0.075
C4 -3.28153 -0.33176 0.60147  -0.184
C5 -0.51354 1.74030 -4.17066  -0.364
C6 -1.55692 -4.13575 -1.12385  -0.084
C7 0.72129 0.32885 2.71159  -0.194
C8 1.74939 2.18344 4.02191  -0.064
H5 -4.33122 -4.16035 -0.97731  0.081
C9 -2.56848 -3.13765 -1.69758  -0.368
C10 -0.35088 3.24917 -2.03500  0.047
C11 -4.20920 1.97725 0.88912  -0.044
C12 -0.46660 2.02821 -2.70286  -0.253
C13 -0.34754 1.11680 4.81310  -0.052
H6 -1.89686 -4.52590 -0.16604  0.084
C14 2.67364 -3.46505 3.25444  -0.078
H7 -0.67076 2.75815 -6.06187  0.076
H8 -2.68967 1.12238 3.01143  0.047
H9 1.96944 -3.38763 4.07980  0.078
C15 -0.61016 3.01415 -5.00572  -0.079
C16 4.95595 -3.22189 -2.81262  -0.067
H10 1.53962 3.08942 4.58667  0.082
H11 -0.66142 1.99870 5.36641  0.083
O1 2.49838 -0.24023 -1.51673  -0.209
H12 -1.72219 5.26785 -0.27398  0.083
H13 3.41275 -4.21286 0.78291  0.082
H14 -3.23328 2.44657 0.82721  0.060
C17 -2.67681 -1.95564 -0.78761  -0.243
H15 3.80817 -2.49009 0.82541  0.086
H16 6.50166 -2.01218 -1.90177  0.104
H17 -5.11325 0.13190 1.46699  0.135
N2 -1.62151 -1.20027 -0.53535  0.021
N3 3.25689 -1.20611 -1.95247  -0.229
H18 -4.76540 -1.81620 -0.05378  0.110
H19 -0.69501 5.91407 1.00722  0.080
H20 2.38467 2.44064 3.18031  0.068
C18 -4.10654 0.56558 1.47317  -0.347
C19 4.57936 -1.14071 -1.70850  -0.036
H21 -1.48958 3.59672 -4.73926  0.078
H22 -3.45952 -0.44083 3.26986  0.088
C20 1.50690 -0.74500 3.09216  0.036
C21 -0.37314 2.94152 -0.68737  -0.204
N4 -0.47040 1.59314 -0.57015  0.029
H23 0.27377 3.63095 -4.85831  0.079
H24 4.90186 -0.26087 -1.17230  0.137
H25 -1.22896 0.53663 4.55815  0.063
H26 0.72141 0.68042 -5.60328  0.078
C22 -3.76247 -1.44059 -0.07539  0.050
C23 -3.62193 0.57741 2.92422  -0.054
H27 -4.63246 -3.07519 -2.34124  0.079
H28 2.29777 1.50125 4.66513  0.075
N5 -1.96837 -0.21625 0.30076  0.058
C24 1.24382 3.89598 0.88676  -0.047
H29 1.16326 -3.69833 1.75176  0.142
H30 2.99682 -4.50120 3.17672  0.076
H31 -0.82870 3.52028 1.30121  0.109
N6 -0.55085 1.05390 -1.80632  0.028
H32 -1.41503 -4.96507 -1.81317  0.079
H33 -0.05726 5.74159 -0.62700  0.076
C25 2.73396 -2.28073 -2.62219  -0.678
H34 -1.39446 1.11423 -4.36147  0.143
H35 1.62838 1.52860 -4.34085  0.088
C26 3.60308 -3.29086 -3.04919  -0.099
H36 -0.13444 2.26477 3.00310  0.105
Pd1 0.39256 -0.79145 -1.12462  0.864
H37 2.01936 -0.87494 4.02258  0.108
H38 -4.36286 1.04546 3.56883  0.082
H39 1.84597 4.35216 0.10411  0.089
H40 -3.83689 -4.63428 -2.60393  0.078
S1 1.04745 -2.38976 -2.88581  0.668
H41 1.37481 4.45999 1.80718  0.081
N7 0.25635 0.07463 1.46225  0.043
H42 -4.62790 1.93461 -0.11336  0.086
H43 1.59289 2.87778 1.03911  0.071
H44 -0.59598 -3.63764 -0.97839  0.012
H45 3.16332 -4.14522 -3.53735  0.102
H46 0.28340 0.51133 5.45794  0.080
C27 5.45175 -2.11479 -2.12366  -0.065
C28 0.44155 1.53035 3.56592  -0.357
H47 -0.25825 4.21753 -2.47721  0.105
H48 3.54984 -2.85713 3.47328  0.083
C29 -0.22710 3.88240 0.46431  -0.364
H49 -4.85756 2.59378 1.50759  0.080
C30 2.99038 -3.20876 0.77182  -0.054
H50 2.45167 -3.07962 -0.16678  0.049
B1 -0.90017 0.80777 0.71102  -0.513
C31 1.47124 -1.64382 2.02568  -0.248
C32 2.01975 -3.03778 1.94254  -0.359

Cartesian forces, eV/Å:
H 0.2 0.1 -0.2
C 0.0 -0.2 0.1
N -0.1 0.0 -0.6
H -0.1 0.1 0.2
H -0.1 0.0 0.1
H 0.0 -0.1 0.0
C 0.2 0.2 -0.1
C -0.2 -0.1 0.1
C -0.2 -0.3 -0.2
C 0.3 -0.1 -0.1
C 0.1 0.2 -0.1
C 0.2 0.0 0.0
C -0.1 0.0 -0.2
H -0.1 0.0 0.1
C 0.1 -0.3 0.0
C 0.0 -0.2 0.1
C -0.1 -0.2 0.0
C -0.1 -0.1 0.3
C -0.1 0.1 -0.2
H -0.1 0.0 0.1
C -0.2 0.0 -0.2
H 0.0 0.0 -0.1
H 0.1 0.1 0.1
H 0.0 0.0 0.1
C -0.1 -0.2 0.2
C -0.2 0.2 0.0
H 0.0 0.1 0.1
H 0.0 0.1 0.1
O -1.8 0.7 0.6
H -0.1 0.0 0.0
H 0.0 -0.1 0.0
H 0.1 0.1 0.0
C 0.2 -0.1 -0.3
H 0.0 0.1 0.0
H 0.0 0.1 0.0
H 0.1 0.0 -0.1
N 1.5 0.2 -0.6
N 0.5 -1.5 -0.6
H -0.2 -0.1 0.0
H 0.0 0.1 0.0
H 0.1 0.0 -0.1
C 0.2 0.3 0.1
C 0.4 0.2 0.1
H -0.1 0.1 0.0
H 0.0 -0.1 0.1
C -0.1 0.0 -0.1
C 0.0 0.1 -0.1
N -0.4 1.4 0.4
H 0.1 0.1 0.0
H -0.1 0.0 0.0
H -0.1 -0.1 0.0
H 0.0 -0.1 -0.2
C 0.3 0.1 0.0
C -0.1 -0.1 -0.2
H -0.1 0.0 0.0
H 0.1 -0.1 0.1
N -0.6 0.3 0.5
C -0.2 0.0 0.1
H 0.1 0.1 0.1
H 0.0 -0.1 0.0
H 0.0 -0.1 0.0
N 0.0 -0.3 -0.4
H 0.0 -0.1 0.0
H 0.1 0.1 -0.1
C -0.3 0.3 0.1
H 0.1 0.1 0.0
H 0.1 0.0 0.0
C 0.5 0.0 0.1
H 0.0 -0.1 -0.1
Pd 0.6 -1.6 -0.5
H 0.1 0.0 0.2
H -0.1 0.1 0.1
H 0.1 0.0 -0.1
H 0.0 0.0 0.0
S -0.2 -0.3 -0.1
H 0.1 0.1 0.1
N 0.0 0.4 1.0
H 0.0 0.1 -0.1
H 0.1 -0.1 0.1
H 0.0 -0.2 0.0
H -0.1 0.0 -0.1
H 0.0 -0.1 0.1
C -0.1 0.0 0.0
C 0.0 0.0 0.1
H -0.1 0.3 -0.1
H 0.1 0.1 0.0
C 0.1 0.1 0.0
H -0.1 0.1 0.1
C -0.3 0.0 0.0
H 0.1 0.1 0.0
B 0.1 0.1 0.0
C -0.3 0.0 -0.1
C 0.2 -0.1 -0.1

Its energy relative to the best compared isomer or geometry (same formula, charge and spin) is 0.00 kJ/mol. The spin multiplicity is 1. Its charge is 0. The calculation puts the electronic energy at -2258.86451 Eh.

=====

Entry 2:
Formula: C32H50Cl2FeN3O3SbSi3
Source: the Open Molecules 2025 dataset
Level of theory: ωB97M-V with the def2-TZVPD basis set

Each line ends with the Löwdin spin population.
Cartesian coordinates (Å):
Cl1 -0.97684 4.44610 2.62435  0.000
H1 -5.80802 0.31171 -2.61899  0.006
H2 3.38123 -0.98748 3.97275  0.000
C1 -1.24301 -3.90556 0.66175  0.047
C2 -2.86094 -2.30686 3.49073  0.000
H3 -0.83143 -4.28656 4.04646  0.000
H4 -2.11449 0.63226 3.63309  0.000
H5 1.38811 1.07800 -4.06250  0.000
C3 3.38418 0.34866 -3.49156  0.002
H6 3.28249 -0.54198 -4.13767  0.000
H7 2.48081 -2.34777 3.21162  0.000
C4 2.37299 -1.43197 3.81661  0.000
H8 1.99316 6.09434 -1.57944  0.000
H9 0.20937 -0.88633 5.65632  0.000
C5 -0.84525 -0.96798 5.35756  0.000
H10 0.60014 -2.13655 -5.29576  0.002
H11 -1.34337 -1.62634 6.11971  0.000
O1 2.54916 3.55092 1.31594  0.007
C6 -3.12435 2.28336 0.89594  0.001
O2 0.57097 3.16666 0.24414  0.067
C7 -2.14983 0.97910 2.61252  0.001
C8 -3.10954 1.90726 2.23794  0.002
H12 -3.99782 0.13449 -4.26708  -0.001
C9 3.55276 3.52939 -3.17490  0.000
H13 1.14598 -4.40502 -1.93582  0.000
H14 3.67451 0.64356 -1.31233  0.000
C10 -3.81455 -0.14316 -3.23290  -0.007
C11 1.21457 1.35343 4.03027  0.000
H15 3.48130 0.85550 2.14119  0.000
H16 3.49990 -1.07382 -1.85067  0.001
H17 0.59061 -3.49348 4.73397  0.000
C12 -4.63363 -0.66598 -1.04082  -0.009
H18 2.07891 -2.99200 -2.55719  0.000
H19 4.27816 5.45343 -2.48029  0.000
Fe1 0.57655 1.53115 -0.93309  3.750
C13 -2.15992 1.73836 0.06083  0.003
C14 0.68203 4.90240 1.86212  0.003
H20 1.23592 5.21766 2.74650  0.000
Cl2 0.50882 6.36687 0.86178  0.000
C15 -1.67766 -3.94346 -3.48616  0.021
C16 -0.09351 -3.48412 3.86152  0.000
H21 1.08982 1.00725 5.08271  0.000
Si1 1.41359 -0.09682 2.90453  0.000
H22 0.21005 4.49980 -1.61575  0.000
C17 1.20423 -3.62567 -2.74474  -0.002
H23 4.42728 3.22289 -3.73081  0.000
N1 -1.13705 0.95863 0.44191  0.030
C18 -0.05556 -1.59280 -4.58101  0.014
H24 -3.85914 2.23622 2.93436  0.000
H25 -1.04234 -1.42871 -5.03830  0.000
H26 -1.07860 -4.51451 -0.23990  0.000
Si2 -1.03060 -1.84191 3.66793  -0.001
H27 0.52037 -3.78095 2.99014  0.000
C19 3.46622 4.77405 -2.56862  0.006
H28 -1.29886 0.03081 5.41228  0.000
H29 -2.20822 1.91895 -1.03054  -0.001
Sb1 -0.04158 -2.08006 0.37015  0.018
H30 -1.21041 -4.63038 -4.21750  0.002
C20 -3.36802 -1.23758 -0.81397  0.099
C21 3.18125 -0.01411 -2.04509  0.006
C22 1.18124 4.20050 -1.98861  0.009
C23 2.42884 1.46313 -4.01394  0.001
H31 -3.49345 -1.43407 3.21732  0.000
H32 -3.82905 2.96844 0.44694  0.000
H33 -3.23314 -2.71569 4.46027  0.000
O3 1.74358 0.07117 -1.69413  0.065
H34 1.20639 -0.66632 -2.01205  0.014
C24 -2.30621 -1.11860 -1.74599  0.042
C25 -4.87826 -0.14040 -2.31248  0.094
H35 2.17363 1.93077 3.97749  0.000
H36 3.07096 -0.51519 1.09307  0.000
H37 -2.99764 -3.09946 2.73843  0.000
C26 -0.37001 -0.68327 2.21616  -0.003
N2 1.35564 2.91982 -2.38210  0.034
H38 -3.17505 -1.71651 0.11560  0.004
H39 -2.30116 -3.61152 0.80399  0.001
H40 -5.38673 -0.70615 -0.26274  -0.002
H41 -0.87992 -4.43410 1.54825  0.003
N3 -2.56137 -0.50410 -2.97248  0.079
H42 -2.58049 -3.47649 -3.93275  0.001
H43 0.42306 -0.61748 -4.39097  0.000
C27 2.21158 5.13157 -2.01270  -0.001
H44 -2.00780 -4.52669 -2.59233  0.000
Si3 -0.38671 -2.62580 -3.03455  0.061
H45 0.37289 2.00199 3.76938  0.000
H46 2.00470 -1.69242 4.80842  0.000
C28 -1.20375 0.43096 1.71420  0.005
C29 1.34810 3.77292 1.09031  0.008
H47 2.77517 1.76055 -5.03075  0.000
H48 1.38641 -4.20240 -3.68750  0.000
C30 2.46035 2.65533 -3.14280  0.011
C31 -1.01244 -1.65351 -1.54167  0.504
H49 4.44077 0.68338 -3.60884  0.000
C32 2.63742 0.37062 1.59502  0.002
H50 2.25155 1.07572 0.84827  0.001

Cartesian forces, eV/Å:
Cl 1.4 0.2 -0.9
H -0.2 -0.2 0.1
H -0.5 -0.3 -0.2
C -0.2 0.7 0.3
C -0.2 0.2 0.0
H 0.2 0.3 -0.2
H -0.1 0.0 0.0
H 0.7 0.3 -0.1
C 0.5 0.2 -1.0
H -0.1 0.3 0.3
H 0.1 0.3 0.3
C 0.3 0.0 0.0
H 0.3 0.2 -0.1
H -0.4 0.0 -0.1
C -0.2 -0.5 0.2
H -0.4 0.2 0.4
H 0.3 0.6 -0.6
O -2.0 0.4 -0.5
C 0.3 -0.4 -0.3
O 0.4 -0.3 0.7
C 0.0 0.0 -0.3
C 0.5 -0.5 -0.8
H 0.0 0.4 0.1
C -0.5 0.0 -0.1
H 0.0 0.8 -0.6
H -0.2 -0.1 -0.4
C 0.3 -0.1 0.1
C 0.4 0.3 0.8
H -0.6 -0.1 -0.5
H -0.2 1.0 0.0
H -0.4 0.2 -0.5
C 0.8 -0.4 -0.8
H 0.0 -0.2 0.0
H 0.6 0.4 -0.2
Fe -0.1 0.9 1.0
C 0.0 0.6 -0.6
C -1.2 0.7 1.3
H 0.2 -0.3 -0.4
Cl -0.1 -0.4 0.0
C -0.3 0.2 0.4
C 0.4 -0.3 -0.1
H 0.0 0.4 -0.7
Si -0.3 -0.6 -0.3
H 0.2 -0.3 0.2
C -0.1 -0.7 0.3
H 0.1 0.1 0.0
N -0.1 -1.2 0.7
C 0.1 0.0 -0.1
H 0.0 0.3 0.2
H 0.4 0.2 0.0
H -0.2 0.3 0.3
Si -0.3 0.4 0.4
H -0.3 0.1 0.4
C -1.9 -0.5 0.9
H 0.1 -0.3 0.1
H 0.1 0.3 0.7
Sb 0.9 -0.7 0.2
H -0.3 0.3 0.3
C -0.2 1.0 -0.5
C -0.5 -1.0 0.7
C 0.9 0.3 0.0
C 0.4 -1.3 -0.1
H 0.3 -0.6 0.2
H -0.2 -0.1 0.2
H 0.3 0.3 -0.6
O 0.3 0.0 0.1
H 0.2 -0.4 -0.2
C -2.0 1.3 -0.7
C 0.8 -0.1 0.3
H -0.8 -0.3 0.0
H -0.3 0.3 0.1
H 0.0 0.3 0.2
C 0.9 -1.1 -0.7
N 0.1 0.5 -1.3
H 0.1 -0.3 0.7
H 0.6 -0.5 -0.3
H 0.0 0.0 -0.1
H -0.1 0.1 -0.3
N -0.3 -1.1 0.9
H 0.5 -0.3 0.2
H -0.3 -0.3 -0.1
C 0.4 -0.5 -0.6
H 0.3 0.3 -0.7
Si 0.3 -0.9 -0.7
H 0.2 0.1 0.1
H 0.0 -0.1 -0.1
C -0.8 1.2 0.5
C 1.3 -1.0 -0.1
H -0.4 -0.3 0.7
H -0.1 0.6 0.6
C -0.3 1.1 0.8
C 0.6 -0.3 0.6
H -0.6 -0.2 0.1
C 0.7 -0.1 -0.4
H 0.3 0.0 0.2

The spin multiplicity is 6. Its charge is +1. The calculation puts the electronic energy at -4931.99186 Eh.

=====

> Among the records above, which one has the highest electronic energy?

C32H50BN7OPdS

=====

> Number 2 is which compound?

C32H50Cl2FeN3O3SbSi3

=====

> The lowest spin multiplicity belongs to which entry?

C32H50BN7OPdS